## 1
The following is a DFT calculation (ωB97M-V with the def2-TZVPD basis set) of a cluster of 2 separate species, C14H16O in total.

Geometry as XYZ:
```
31
Properties=species:S:1:pos:R:3:lowdin_charge:R:1
C 2.22595 -0.02722 -0.67866 0.002
H -0.26724 -2.93355 -2.78657 0.074
H -1.53296 1.09491 -1.67109 0.082
H 1.20765 -3.04178 -3.81028 0.079
H -3.42973 2.80142 3.65826 0.075
H -2.74673 -0.36774 2.09549 0.108
C 2.77916 -2.31593 0.00799 -0.015
C -2.61755 2.85398 0.98157 -0.057
H 2.43790 1.00799 -0.49350 0.112
C 1.49142 -1.92145 -2.01029 -0.290
O 3.55006 -0.40146 1.22911 0.029
H 2.20416 -3.81488 -1.38910 0.115
C -2.35105 2.61185 -0.37183 -0.079
C -2.60784 0.50838 1.47318 -0.056
H 0.26851 -1.57930 -3.75379 0.069
C -2.22489 0.26006 0.16350 -0.089
C -2.66851 2.06856 3.39875 -0.058
C -2.67301 1.82703 1.91700 -0.288
H -2.74515 1.17160 4.00310 0.072
H -1.73497 2.55479 3.71675 0.086
C 2.22182 -2.74149 -1.21801 -0.062
H -1.84072 -0.70670 -0.14211 0.099
H 0.73238 0.13293 -2.17766 0.096
H 3.48566 -0.82714 2.08170 0.102
C 2.87817 -0.95802 0.17697 -0.327
C -2.02440 1.30852 -0.73947 -0.104
H -2.08031 3.43653 -1.01781 0.099
H -2.91586 3.83442 1.33594 0.109
C 0.61158 -2.41331 -3.14390 -0.053
C 1.41466 -0.54032 -1.67529 -0.040
H 3.25438 -3.00595 0.68530 0.110
```

Spin multiplicity = 1
LUMO level = 0.757 eV
E_HOMO = -8.43 eV
SMILES string = Cc1ccc(O)cc1.Cc1ccccc1

***

## 2
The following is a DFT calculation (ωB97M-V with the def2-TZVPD basis set) of a cluster of 2 separate species, C14H16O in total.

Geometry as XYZ:
```
31
Properties=species:S:1:pos:R:3:lowdin_charge:R:1
C 1.41013 -2.95208 -1.69803 -0.051
H 0.90184 -3.59886 -0.98070 0.075
H 3.58201 1.39431 0.62738 0.102
H 1.67952 -2.41116 0.93235 0.106
C -2.70046 -0.22912 1.23722 -0.323
C 2.52698 -0.68064 -1.82824 -0.048
H -1.22223 3.89120 -0.84396 0.072
C -1.30937 -0.19725 1.20323 -0.019
H -2.80264 -1.82088 2.34674 0.106
O -3.39937 -1.26475 1.81689 0.031
H 0.71114 -2.73323 -2.50237 0.078
C 2.60762 -0.50794 0.95451 -0.100
C -3.43130 0.84916 0.76595 -0.019
H -3.38325 2.67909 -0.31610 0.113
H -0.74108 -0.98632 1.68419 0.106
H 2.47165 -0.69571 -2.90861 0.111
H 0.33502 3.11602 -0.62738 0.071
H 2.62289 -0.43743 2.03023 0.104
H 2.21408 -3.53236 -2.14597 0.080
H -4.49949 0.85880 0.91007 0.114
H 0.39858 0.79930 0.48297 0.085
H -0.69990 2.62250 -1.91106 0.082
C -0.67855 0.85535 0.55685 -0.035
C 3.10362 0.53053 0.18079 -0.111
C 1.99625 -1.71967 -1.06663 -0.277
C 2.02133 -1.59344 0.31544 -0.075
C -1.40072 1.88463 -0.04132 -0.282
C -2.77925 1.88015 0.10319 -0.047
C -0.70982 2.93363 -0.86231 -0.057
H 3.37841 1.26943 -1.81448 0.103
C 3.03580 0.44346 -1.19896 -0.096
```

Spin multiplicity = 1
LUMO level = 0.772 eV
E_HOMO = -8.25 eV
SMILES string = Cc1ccc(O)cc1.Cc1ccccc1

***

Which one sits at the top of the stability order? 2 does.

***

## 1
The following is a DFT calculation (ωB97M-V with the def2-TZVPD basis set) of a structure of composition C19H28N2O4S.

Geometry as XYZ:
```
54
Properties=species:S:1:pos:R:3:lowdin_charge:R:1
H -3.78388 1.85403 2.46371 0.015
H 6.81927 -0.78341 -0.13153 0.182
C 5.49126 0.96106 -0.40911 -0.317
C 2.23225 -1.55829 -1.60987 -0.199
C -0.24238 -1.48723 0.10408 -0.093
C 1.48120 -2.51916 -1.51911 -0.042
C -4.99047 1.18757 -1.32833 -0.244
C -4.54586 -0.20123 -1.12679 -0.204
N 4.33388 0.62286 -0.10770 -0.341
C -4.01109 2.17292 -0.83201 -0.152
O 3.37074 1.09049 -2.37482 -0.290
H 7.52478 0.81198 0.15122 0.134
H -5.21180 2.47790 0.78012 -0.006
C -3.41016 1.75913 1.65046 -0.113
H 5.67065 2.07171 -0.07461 0.158
H -4.85521 1.06625 -2.54727 0.175
H -4.07219 3.71541 0.91021 0.173
H 0.48239 0.62560 0.24679 0.078
C 0.30943 -2.55918 -0.73704 -0.086
H -1.85491 0.69936 -0.17165 0.209
H -3.22427 -0.21388 2.15932 0.153
C -1.40478 -1.21942 0.67011 -0.630
O 6.53342 0.18132 1.80232 -0.097
H 5.55836 1.17433 -1.59034 0.195
C -4.30257 2.50040 0.69440 -0.169
C -0.71234 -3.72605 -0.57944 -0.011
C 6.53213 0.41034 0.49099 -0.322
H -4.30626 3.42861 -1.65188 0.215
H 5.01978 -0.24789 3.11267 0.157
H -1.03309 -3.86616 0.31483 -0.012
S 3.00183 1.06869 -0.97635 0.725
H 1.58597 -3.47446 -2.06556 0.147
N -2.05008 -0.16564 0.53887 0.124
H -2.47785 2.19513 1.65143 0.108
C -3.42227 0.29839 1.14903 -0.211
O 2.34491 2.07662 -0.30391 -0.238
H -5.33318 -0.92163 -1.32167 0.118
H -0.22232 -4.69801 -0.97351 0.110
O -1.74687 -2.03407 1.54044 0.066
H -5.87484 1.43685 -1.18463 0.030
H 3.12467 -0.18132 1.71252 0.207
H -1.48389 -3.46326 -1.33114 0.103
H -4.48494 -1.50659 0.77621 0.057
H -3.05635 2.18528 -0.91576 0.005
C 0.65483 -0.36059 -0.09867 0.113
C -4.50991 -0.57375 0.40321 -0.081
H 3.97862 1.45119 1.60266 0.167
C 1.88606 -0.54315 -1.05719 -0.137
H 5.38724 -1.56277 1.60253 0.186
C 5.21455 -0.33440 1.94742 -0.182
H -3.51712 -0.28445 -1.43305 0.105
C 4.08018 0.35683 1.10968 -0.284
H 2.94784 -1.49148 -2.12290 0.056
H -5.42534 0.09718 0.99058 0.189
```

Spin multiplicity = 1
LUMO level = 0.326 eV
E_HOMO = -8.66 eV

***

## 2
The following is a DFT calculation (ωB97M-V with the def2-TZVPD basis set) of the molecule C19H28N2O4S.

Geometry as XYZ:
```
54
Properties=species:S:1:pos:R:3:lowdin_charge:R:1
C 1.17985 2.95867 3.69436 0.070
H 2.21505 0.20658 6.89094 0.114
O -2.89459 0.97036 2.17673 -0.330
C -0.02944 2.28757 3.00686 -0.136
H 0.80578 0.08594 -1.92851 0.196
C 1.81842 1.99812 4.53439 -0.006
H 2.04470 -1.21668 5.48232 0.140
N -1.00888 -0.05364 0.75728 -0.297
H 3.31032 0.20289 5.50329 0.028
H 1.41642 -3.74395 -6.09259 0.161
C 1.35402 -0.74906 -6.41844 0.020
S -1.63061 0.08194 2.35225 0.822
C -1.53086 0.16474 -1.53902 -0.221
C -1.45801 0.85357 -0.29998 -0.155
C -0.11278 -1.72076 -0.91231 -0.032
H 0.89898 -2.25161 -0.99022 0.133
H 1.09161 0.06447 -6.11107 -0.003
H 3.95922 -3.01494 -5.96910 0.148
H 0.92365 -0.27886 0.58024 0.175
H -2.39698 -0.21306 -1.71872 0.087
O -1.44320 -1.37257 -3.83856 0.159
H 1.16755 3.94896 3.56450 0.042
H 0.17081 4.76549 1.68900 0.116
C 0.77297 -2.11118 -5.28385 -0.187
H 3.40330 -0.36379 -5.50337 0.100
H -0.87207 4.69757 3.01507 0.107
H 2.49571 2.61695 5.10265 0.096
H -1.47901 1.16748 -2.39665 0.233
C 0.46153 0.25790 3.96805 -0.065
C 2.40281 -0.10921 5.81441 -0.044
H 0.23623 -0.84098 4.30312 0.151
H 1.51015 -1.03821 -3.56488 0.170
H -2.31884 1.26303 0.02579 0.078
C 1.95927 -3.12040 -5.24544 -0.225
O -0.93964 2.98194 2.17378 -0.087
H -0.14321 -2.06416 -5.54303 0.061
H -1.53077 4.63431 1.38576 0.099
C 1.59460 0.51812 4.73318 -0.259
C -0.46770 -1.21799 -3.31899 -0.511
C -0.34567 -0.35169 -1.88303 -0.235
H -0.10828 -1.71026 1.14046 0.042
H 3.58858 -2.27731 -4.36511 0.132
C 2.83056 -1.07347 -6.14131 -0.224
H 1.79812 -3.73409 -4.35443 0.120
O -1.94540 -1.25078 2.78964 -0.264
H 3.50984 -1.28157 -7.13376 0.144
H 1.34397 -1.36084 -7.25617 0.079
C 3.11320 -2.39753 -5.40520 -0.299
C -0.76641 4.23045 2.01746 -0.216
C -0.15056 -0.98487 0.52455 -0.301
C -0.30603 0.96899 3.07231 -0.250
H -0.97093 -2.30644 -0.95640 0.088
H -0.42503 1.48801 0.00532 0.197
N 0.65634 -1.46865 -4.05338 0.041
```

Spin multiplicity = 1
LUMO level = 0.309 eV
E_HOMO = -8.22 eV
SMILES string = COc1ccc(C)cc1S(=O)(=O)N1CCC(C(=O)NC2CCCC2)CC1

***

Which one sits at the top of the stability order? 2 does.